Entry 1:
Here is a cluster of 13 separate species, C21H38Cl10N8O12 in total from the OMol25 dataset. Energies are from ωB97M-V/def2-TZVPD.

```
89
Properties=species:S:1:pos:R:3
N -19.5389 -12.3630 -17.0958
C -18.8247 -11.4228 -16.4774
C -19.0232 -10.0402 -16.6610
C -19.9107 -9.6643 -17.6131
C -20.6538 -10.6191 -18.2377
C -20.4655 -11.9465 -17.9582
H -17.9930 -11.7150 -15.8534
H -18.4668 -9.3420 -16.0533
H -20.0937 -8.6278 -17.8551
H -21.3431 -10.3278 -19.0164
H -21.0897 -12.7083 -18.4016
N -20.9042 -15.9524 -14.4643
C -21.5831 -17.1453 -14.5404
C -21.9935 -17.5564 -15.8320
C -21.7733 -16.7555 -16.9744
C -21.1675 -15.5537 -16.8419
C -20.6851 -15.1652 -15.5756
H -21.8054 -17.6947 -13.6376
H -22.5231 -18.4902 -15.9504
H -22.0903 -17.1941 -17.9090
H -20.9257 -14.9682 -17.7167
H -20.0550 -14.2935 -15.4788
C -19.8970 -14.1910 -21.3265
N -19.2311 -15.3549 -21.9978
O -18.5159 -15.1846 -22.9530
O -19.4734 -16.4208 -21.4842
H -20.8046 -13.8828 -21.8455
H -19.1588 -13.3996 -21.4562
H -20.0637 -14.3285 -20.2581
C -20.3064 -14.8928 -10.9443
N -20.7903 -16.1739 -10.3849
O -21.1763 -16.9997 -11.2301
O -20.7133 -16.3941 -9.1762
H -20.7255 -14.7660 -11.9425
H -19.2253 -15.0203 -10.8899
H -20.6393 -14.1453 -10.2241
C -23.0785 -22.1240 -17.1010
N -23.8056 -21.3162 -16.0972
O -23.1196 -20.7255 -15.3004
O -25.0665 -21.2690 -16.2074
H -23.7244 -22.4582 -17.9129
H -22.6703 -22.9991 -16.5955
H -22.2610 -21.4561 -17.3725
C -22.2652 -11.0989 -14.9411
N -23.5720 -11.2896 -15.5396
O -24.6315 -11.0103 -14.9528
O -23.6033 -11.8458 -16.6353
H -21.7026 -10.4313 -15.5937
H -21.9203 -12.1328 -14.9273
H -22.5011 -10.5468 -14.0314
C -17.0225 -15.0013 -16.8191
N -17.5786 -14.7090 -18.1580
O -18.2142 -15.5690 -18.8086
O -17.3094 -13.6078 -18.6060
H -17.5477 -14.3967 -16.0796
H -15.9575 -14.7693 -16.8206
H -17.3412 -16.0229 -16.6118
C -24.4448 -14.4104 -19.2621
N -24.2515 -13.2073 -20.1252
O -24.6556 -12.1378 -19.6950
O -23.7118 -13.3684 -21.2350
H -23.4678 -14.8931 -19.2390
H -25.1618 -14.9462 -19.8841
H -24.7269 -14.1893 -18.2327
C -24.0729 -14.6627 -12.9810
Cl -25.8194 -14.3148 -12.9658
Cl -23.1798 -13.7124 -11.7673
H -23.8177 -15.6911 -12.7255
H -23.7740 -14.3641 -13.9858
C -20.0952 -20.2902 -14.3593
Cl -19.8121 -21.9317 -15.0386
Cl -19.1712 -20.2282 -12.8513
H -19.7954 -19.5789 -15.1288
H -21.1477 -20.0906 -14.1580
C -17.9326 -16.8918 -13.5421
Cl -16.6254 -17.6748 -14.5703
Cl -17.6086 -17.1179 -11.7803
H -17.9604 -15.8170 -13.7213
H -18.9196 -17.3195 -13.7178
C -23.7092 -18.6287 -20.8453
Cl -23.6294 -19.2517 -19.1760
Cl -22.9219 -17.0676 -21.0448
H -23.3256 -19.4274 -21.4801
H -24.7808 -18.5867 -21.0402
C -19.3314 -18.4092 -19.0735
Cl -18.3444 -18.7226 -17.5894
Cl -20.0637 -19.9150 -19.7116
H -20.0617 -17.6109 -18.9412
H -18.6524 -18.0158 -19.8300
```

Values from the calculation:
- Kohn-Sham gap (spin up / spin down) (Ha) = 0.28787 / 0.14789
- expectation value of S² = 0.76
- maximum force (eV/Å) = 4.6
- multiplicity = 2
- charge = +1
- highest occupied orbital energy (spin up / spin down) (eV) = -12.788 / -12.787


Entry 2:
Here is a structure of composition C10H15BrNP from the OMol25 dataset. Energies are from ωB97M-V/def2-TZVPD.

```
28
Properties=species:S:1:pos:R:3
C -0.0479 4.1592 0.0083
C -0.4022 3.2228 -0.9665
C -0.3463 3.8442 1.3389
C -0.6862 1.9705 -0.6651
C -0.6806 2.5809 1.6858
C -0.9094 1.6340 0.6898
C -0.7591 -3.4780 -0.2340
C 2.4803 -1.7883 -0.5283
C -0.5942 -2.1249 -0.9753
C 1.3478 -1.4043 0.4262
N 0.1575 -1.1272 -0.2968
P -1.2640 -0.0892 1.2956
Br -3.1739 -0.5547 0.3064
H 0.1726 5.3170 -0.2253
H -0.2290 3.5109 -1.9776
H -0.0517 4.5817 2.0099
H -0.8765 1.1910 -1.3437
H -0.8373 2.3447 2.6649
H -1.5583 -4.1578 -0.6608
H 0.2741 -3.9736 0.0749
H -1.1848 -3.2389 0.8148
H 2.2859 -2.8706 -0.8542
H 2.1361 -1.3596 -1.4392
H 3.4700 -1.6262 -0.1354
H -0.0712 -2.2636 -2.0500
H -1.6493 -1.6841 -1.0596
H 1.2722 -2.1761 1.1360
H 1.7253 -0.4399 0.9603
```

Values from the calculation:
- Kohn-Sham gap (spin up / spin down) (Ha) = 0.28834 / 0.28839
- maximum force (eV/Å) = 4.0
- highest occupied orbital energy (spin up / spin down) (eV) = -8.086 / -8.087


Entry 3:
Here is the ion C6H10O with charge -1 from the OMol25 dataset. Energies are from ωB97M-V/def2-TZVPD.

```
17
Properties=species:S:1:pos:R:3
C 0.9098 0.5419 -3.0124
C 0.5099 -0.4379 -1.9150
C 0.5761 -0.1395 -0.5776
C -0.4588 -0.4714 0.3870
C -0.5354 0.1157 1.6946
O -0.9676 1.4392 1.7730
C -0.6109 -0.6940 2.9559
H 0.0429 1.1884 -3.2301
H 1.5631 1.3543 -2.6718
H 1.3009 0.0617 -3.9095
H -0.0267 -1.3267 -2.2332
H 1.3485 0.5581 -0.2221
H -0.9928 -1.4021 0.1576
H -0.6854 1.7976 0.9176
H -0.3008 -1.7238 2.8416
H -1.6536 -0.7233 3.3575
H -0.0191 -0.1382 3.6870
```

Values from the calculation:
- Kohn-Sham gap (spin up / spin down) (Ha) = 0.17562 / 0.19884
- expectation value of S² = 0.78
- maximum force (eV/Å) = 2.3
- multiplicity = 2
- charge = -1
- highest occupied orbital energy (spin up / spin down) (eV) = -0.411 / -1.222


Entry 4:
Here is a cluster of 2 separate species, C3Cl3F2N in total from the OMol25 dataset. Energies are from ωB97M-V/def2-TZVPD.

```
9
Properties=species:S:1:pos:R:3
C 2.2028 -1.3492 -0.0227
C -1.1364 -0.5547 -0.3385
C -0.9944 0.8145 0.3399
N 3.1005 -0.6482 -0.2813
F -0.7681 0.8375 1.6818
F -2.2653 1.3274 0.1698
Cl 0.7816 -1.6892 1.0257
Cl -1.0178 -0.7807 -2.0786
Cl 0.0972 2.0427 -0.4961
```

Values from the calculation:
- Kohn-Sham gap (spin up / spin down) (Ha) = 0.28623 / 0.28575
- maximum force (eV/Å) = 3.6
- highest occupied orbital energy (spin up / spin down) (eV) = -9.707 / -9.699


Question: Among the records above, which one has the highest maximum force?
Answer: C21H38Cl10N8O12


Question: Among the records above, which one has the lowest maximum force?
Answer: C6H10O


What did the second record say?
Here is a structure of composition C10H15BrNP from the OMol25 dataset. Energies are from ωB97M-V/def2-TZVPD.

```
28
Properties=species:S:1:pos:R:3
C -0.0479 4.1592 0.0083
C -0.4022 3.2228 -0.9665
C -0.3463 3.8442 1.3389
C -0.6862 1.9705 -0.6651
C -0.6806 2.5809 1.6858
C -0.9094 1.6340 0.6898
C -0.7591 -3.4780 -0.2340
C 2.4803 -1.7883 -0.5283
C -0.5942 -2.1249 -0.9753
C 1.3478 -1.4043 0.4262
N 0.1575 -1.1272 -0.2968
P -1.2640 -0.0892 1.2956
Br -3.1739 -0.5547 0.3064
H 0.1726 5.3170 -0.2253
H -0.2290 3.5109 -1.9776
H -0.0517 4.5817 2.0099
H -0.8765 1.1910 -1.3437
H -0.8373 2.3447 2.6649
H -1.5583 -4.1578 -0.6608
H 0.2741 -3.9736 0.0749
H -1.1848 -3.2389 0.8148
H 2.2859 -2.8706 -0.8542
H 2.1361 -1.3596 -1.4392
H 3.4700 -1.6262 -0.1354
H -0.0712 -2.2636 -2.0500
H -1.6493 -1.6841 -1.0596
H 1.2722 -2.1761 1.1360
H 1.7253 -0.4399 0.9603
```

Values from the calculation:
- Kohn-Sham gap (spin up / spin down) (Ha) = 0.28834 / 0.28839
- maximum force (eV/Å) = 4.0
- highest occupied orbital energy (spin up / spin down) (eV) = -8.086 / -8.087